(1)
Here is C3H4MgO2 as an isolated structure from the Open Molecules 2025 dataset. Energies are from the ωB97M-V functional and the def2-TZVPD basis.

The geometry in XYZ format:
```
10
Properties=species:S:1:pos:R:3:forces:R:3
H -1.5419 -1.6919 1.1096 -0.7908 -0.0719 -0.4486
O 0.1104 1.3233 0.3861 0.7251 0.1133 0.3314
O -2.1482 1.4755 0.1985 0.0604 -0.1141 -0.3085
C 0.0945 0.0231 0.0190 -0.5127 0.7999 -2.3777
C 1.4163 -0.4626 -0.3321 0.3272 -0.1574 0.6567
C -1.0807 1.9564 0.3716 -0.3360 -0.3668 0.3286
H 1.5259 -1.4842 0.0664 0.1909 0.2636 -0.0601
H 1.3841 -0.6153 -1.4308 -0.1751 0.0824 0.2619
H 2.2448 0.2141 -0.0923 -0.1118 -0.3136 0.1148
Mg -2.0052 -0.7383 -0.2958 0.6230 -0.2355 1.5015
```
Positions in Å, forces in eV/Å.

Its LUMO energy (alpha / beta) is -6.2 / -6.5 eV. As for the total charge: +1. For the maximum force, the calculation gives 2.6 eV/A. Its multiplicity is 2.


(2)
Here is C3H4MgO4Rh as an isolated structure from the Open Molecules 2025 dataset. Energies are from the ωB97M-V functional and the def2-TZVPD basis.

The geometry in XYZ format:
```
13
Properties=species:S:1:pos:R:3:forces:R:3
O 3.9427 -6.3595 0.7784 -0.6456 0.7002 -0.2172
C 4.1441 -5.6213 1.8867 -1.0235 1.4043 1.2617
O 4.5563 -6.3607 3.0073 1.1035 -1.6569 -1.1028
C 5.7047 -7.2283 2.7769 -0.5568 1.8586 3.3099
Rh 5.2175 -7.7450 0.8353 0.8054 -2.3020 -1.4733
H 3.2709 -5.0252 2.2011 0.5099 0.0640 -0.3336
H 5.6686 -7.9810 3.5782 -0.1328 -0.1848 -0.5629
H 6.6188 -6.6226 2.9326 -0.0636 -0.1254 -0.8724
H 5.4858 -4.7216 1.5384 1.9067 1.1747 -0.4070
O 7.6888 -4.2602 1.9194 0.5143 0.1833 0.3921
C 6.6497 -4.0970 1.2272 -1.7420 -0.9855 -0.1779
O 6.6824 -3.3766 0.1948 0.3105 0.4531 0.0371
Mg 8.5838 -2.8690 0.7340 -0.9859 -0.5835 0.1463
```
Positions in Å, forces in eV/Å.

Its LUMO energy (alpha / beta) is -9.5 / -11.5 eV. As for the total charge: +2. For the maximum force, the calculation gives 3.8 eV/A. Its multiplicity is 6.


(3)
Here is one molecule with the formula C3H4N2 from the Open Molecules 2025 dataset. Energies are from the ωB97M-V functional and the def2-TZVPD basis.

The geometry in XYZ format:
```
9
Properties=species:S:1:pos:R:3:forces:R:3
C -0.6840 -0.6208 0.3932 0.7510 -0.2593 -0.2938
C -0.1840 0.4804 1.1202 -0.3337 0.2127 -0.1503
C -0.0186 -0.5990 -0.8254 -0.4423 0.8577 1.1111
H -1.3252 -1.3963 0.7533 -0.3241 -0.1137 0.0256
H -0.5046 0.8094 2.1136 0.4014 -0.1186 -0.4803
H 1.3816 0.8690 -1.5030 -0.5618 -0.2705 0.7199
H -0.0968 -1.2521 -1.6778 0.1801 0.1296 -0.0550
N 0.6833 1.1854 0.3993 -0.3460 -0.4159 -0.1861
N 0.7483 0.5241 -0.7734 0.6755 -0.0222 -0.6912
```
Positions in Å, forces in eV/Å.

Its LUMO energy is 1.1 eV. As for the total charge: 0. For the maximum force, the calculation gives 1.5 eV/A. As for the SMILES: c1cn[nH]c1.


(4)
Here is one molecule with the formula C3H4N2 from the Open Molecules 2025 dataset. Energies are from the ωB97M-V functional and the def2-TZVPD basis.

The geometry in XYZ format:
```
9
Properties=species:S:1:pos:R:3:forces:R:3
C -0.5383 0.1951 0.6771 -2.3506 -0.0705 -0.4954
C -1.8075 -0.3061 0.3611 0.9896 -0.3861 0.0298
N 2.1274 0.6638 -1.9668 -1.8449 0.0519 0.6672
C 2.0589 0.1036 -0.9201 1.9315 0.6578 -1.6862
N 0.6339 0.0095 0.1344 0.5964 -0.8460 0.9003
H -2.6370 -0.2056 1.0604 0.3213 0.2959 0.0014
H -2.0651 -0.8430 -0.5331 0.2090 0.1129 -0.5999
H -0.6805 0.7345 1.6195 0.8814 0.6418 0.2046
H 2.9084 -0.3518 -0.4326 -0.7338 -0.4577 0.9781
```
Positions in Å, forces in eV/Å.

Its LUMO energy is -2.9 eV. As for the total charge: 0. For the maximum force, the calculation gives 2.6 eV/A.


(5)
Here is C3H4N2 as an isolated structure from the Open Molecules 2025 dataset. Energies are from the ωB97M-V functional and the def2-TZVPD basis.

The geometry in XYZ format:
```
9
Properties=species:S:1:pos:R:3:forces:R:3
N -0.6327 0.6938 -0.0471 -0.0744 0.1221 -0.0111
C 0.7425 0.8562 -0.0024 -0.1557 0.0914 -0.0978
C 1.3140 -0.3643 0.2020 -1.1927 -2.5446 -0.7245
N 0.1777 -1.3138 0.2341 -1.4390 0.6043 0.4635
C -0.9246 -0.6247 0.0296 0.3509 0.1905 0.3407
H -1.3232 1.4349 -0.0419 0.2661 -0.1824 -0.0047
H 1.1844 1.8366 -0.0874 -0.0549 -0.0823 -0.0356
H 1.4003 -1.5062 -0.2808 2.0438 1.6870 0.0826
H -1.9386 -1.0124 -0.0060 0.2560 0.1139 -0.0131
```
Positions in Å, forces in eV/Å.

Its LUMO energy is 0.8 eV. As for the total charge: 0. For the maximum force, the calculation gives 2.9 eV/A.


(6)
Here is one molecule with the formula C3H4N2 from the Open Molecules 2025 dataset. Energies are from the ωB97M-V functional and the def2-TZVPD basis.

The geometry in XYZ format:
```
9
Properties=species:S:1:pos:R:3:forces:R:3
C -0.4709 -0.6782 1.3358 -2.5769 -5.6412 8.5445
C 0.1267 0.0176 0.4483 5.2286 6.8902 -5.5815
C 0.1115 -0.1668 -1.0123 2.7685 -3.7951 -3.4754
H 0.9778 0.7244 0.8431 -1.4497 -1.8977 -0.5187
H -0.3572 -1.1657 -1.3391 -0.0495 1.8490 0.5379
H 1.0336 -0.0900 -1.7598 -1.6176 0.5452 2.1228
H -0.1807 1.7143 -0.3513 -0.6135 -0.1610 -1.3513
N -0.5456 -1.1973 2.3805 -0.8123 0.4497 -1.7582
N -0.6953 0.8417 -0.5453 -0.8776 1.7609 1.4798
```
Positions in Å, forces in eV/Å.

Its LUMO energy is 0.5 eV. As for the total charge: 0. For the maximum force, the calculation gives 10.6 eV/A. As for the SMILES: N#C[C@H]1CN1.


(7)
Here is one molecule with the formula C3H4N2O from the Open Molecules 2025 dataset. Energies are from the ωB97M-V functional and the def2-TZVPD basis.

The geometry in XYZ format:
```
10
Properties=species:S:1:pos:R:3:forces:R:3
O -0.0638 0.3056 1.6886 0.0329 0.4495 0.2957
C -0.9513 -0.8046 -0.0476 0.1742 -0.1692 -0.3905
C -0.4810 0.5648 0.3561 -0.0489 -0.0129 0.0182
N 0.7167 0.7932 -0.4528 0.2281 -0.2346 0.0064
N 1.0390 -0.2589 -1.1239 -0.2761 0.2867 0.2816
C 0.1006 -1.2029 -0.8896 -0.2320 -0.2052 -0.0290
H -0.7642 -0.2517 2.0605 0.1732 -0.0429 -0.0286
H -1.1502 1.4306 0.2931 -0.0065 -0.2396 -0.1586
H 1.2950 1.6147 -0.5154 0.0485 0.0006 0.0515
H 0.2676 -2.1780 -1.3288 -0.0933 0.1676 -0.0468
```
Positions in Å, forces in eV/Å.

Its LUMO energy is -1.0 eV. As for the total charge: 0. For the maximum force, the calculation gives 0.5 eV/A.


(8)
Here is one molecule with the formula C3H4N2O from the Open Molecules 2025 dataset. Energies are from the ωB97M-V functional and the def2-TZVPD basis.

The geometry in XYZ format:
```
10
Properties=species:S:1:pos:R:3:forces:R:3
N 1.6938 -0.5149 0.7761 0.3707 -0.2064 0.3398
C 0.7004 0.1617 0.1825 0.5561 -0.0070 0.1773
C 0.2483 1.2650 -0.2949 -0.3912 -0.6553 -0.1468
O -2.3936 0.5245 0.3008 -0.0165 -0.0545 0.0805
C -1.6854 -0.4207 0.0575 -0.2915 0.0111 0.4100
N -0.4122 -0.3667 -0.4495 0.2205 0.8019 -0.8932
H 2.5573 -0.0167 0.9099 0.0143 0.0707 0.0716
H 1.8101 -1.4669 0.4657 -0.1092 -0.0313 0.0171
H -0.3234 2.1553 -0.1955 -0.1555 0.1795 -0.0732
H -2.0308 -1.4595 0.1279 -0.1976 -0.1088 0.0169
```
Positions in Å, forces in eV/Å.

Its LUMO energy is 0.7 eV. As for the total charge: 0. For the maximum force, the calculation gives 1.2 eV/A. As for the SMILES: NC1=CN1C=O.


(9)
Here is C3H4N2O as an isolated structure from the Open Molecules 2025 dataset. Energies are from the ωB97M-V functional and the def2-TZVPD basis.

The geometry in XYZ format:
```
10
Properties=species:S:1:pos:R:3:forces:R:3
O -2.0238 0.1057 0.3359 0.0077 0.0518 0.1481
C -0.7281 -0.0921 -0.0309 0.2485 0.1565 0.1976
C 0.3407 0.8187 0.0037 -0.0119 -0.0871 0.0286
C 1.4541 0.0100 -0.0938 0.0531 0.0037 -0.0381
N 1.1291 -1.2923 -0.2432 -0.0345 0.1772 0.0422
N -0.1849 -1.4232 -0.1314 -0.0837 0.0661 0.0484
H -2.0071 0.4536 1.2374 -0.1796 -0.0922 -0.1331
H 0.2765 1.8925 0.1050 0.0185 -0.1571 -0.0219
H 2.4967 0.3057 -0.0707 -0.1502 -0.0729 -0.1115
H -0.7534 -0.7787 -1.1120 0.1321 -0.0459 -0.1603
```
Positions in Å, forces in eV/Å.

Its LUMO energy is 0.3 eV. As for the total charge: 0. For the maximum force, the calculation gives 0.4 eV/A.


(10)
Here is one molecule with the formula C3H4N2O from the Open Molecules 2025 dataset. Energies are from the ωB97M-V functional and the def2-TZVPD basis.

The geometry in XYZ format:
```
10
Properties=species:S:1:pos:R:3:forces:R:3
O 0.9213 1.0697 0.0150 0.8384 -0.3391 -1.2501
C -1.0126 0.3606 0.8544 -1.2077 -0.8358 -0.4552
C -0.2044 -0.9665 0.9582 -0.0561 -0.3499 0.0380
N 0.4356 -1.2755 -0.1093 0.2277 0.7215 0.9168
C 0.2435 -0.0454 -0.8410 0.6231 0.6408 0.3456
N -1.0953 0.3965 -0.5214 0.1286 0.3814 0.5192
H 1.6363 0.8302 0.6436 -0.2443 -0.5787 -1.1847
H -0.1327 -1.5764 1.8545 -0.3016 0.0013 -0.0876
H 0.4981 -0.0983 -1.9189 0.2919 0.4762 0.8501
H -1.2898 1.3051 -0.9352 -0.3000 -0.1178 0.3079
```
Positions in Å, forces in eV/Å.

Its LUMO energy is -0.4 eV. As for the total charge: 0. For the maximum force, the calculation gives 1.5 eV/A.